# 1
Molecular formula: C5H14N2
Method: DFT, ωB97M-V/def2-TZVPD

Each line ends with the natural charge from an NBO analysis.
Element x y z (Å)
1 N 0.563 -1.945 0.635  -0.82
2 C -0.127 -0.772 0.026  -0.07
3 C 0.748 0.056 -0.975  -0.20
4 C 1.668 1.072 -0.059  -0.65
5 C -0.180 0.836 -2.038  -0.63
6 C -0.631 0.027 1.191  -0.24
7 N -1.804 -0.476 1.936  -0.86
8 H -0.257 -2.128 1.305  0.35
9 H 0.301 -2.791 0.143  0.34
10 H -1.048 -1.170 -0.456  0.16
11 H 1.389 -0.531 -1.637  0.21
12 H 2.107 0.759 0.955  0.23
13 H 2.591 1.380 -0.656  0.21
14 H 1.092 2.077 0.023  0.21
15 H 0.551 1.329 -2.676  0.21
16 H -0.835 0.073 -2.578  0.22
17 H -0.752 1.790 -1.667  0.21
18 H 0.309 0.048 1.902  0.20
19 H -0.877 1.047 0.876  0.18
20 H -2.312 0.253 2.396  0.37
21 H -2.497 -0.934 1.354  0.35

Force components x, y, z for each atom (eV/Å):
-2.748 -0.503 1.550
-0.501 -1.004 -1.299
-0.870 1.743 1.657
0.424 1.343 -1.587
0.213 0.635 1.341
1.200 1.709 1.694
0.409 -1.261 -0.505
2.032 0.155 0.330
0.846 -0.115 -1.270
0.399 0.403 -0.499
-0.022 -0.451 0.619
-1.194 0.018 -1.592
-1.129 -0.515 0.558
0.844 -1.743 0.294
-0.114 -0.337 -0.718
0.832 1.332 0.604
0.555 -2.205 -0.131
-2.028 0.269 -0.972
0.476 0.024 -0.096
0.132 0.507 0.308
0.245 -0.005 -0.285

Summary:
**SMILES string**: CC(C)[C@@H](N)CN
**Gap between HOMO and LUMO**: 10.2 eV


# 2
Molecular formula: C31H42N3PSc
Method: DFT, ωB97M-V/def2-TZVPD

Each line ends with the Mulliken charge.
Element x y z (Å)
1 Sc 0.318 -0.068 0.443  -0.72
2 N 0.674 -2.848 4.640  -0.56
3 N -0.738 -2.504 -1.543  -0.32
4 C 1.209 1.972 0.116  1.53
5 C 2.301 1.106 0.457  0.49
6 C 2.264 0.880 1.892  0.41
7 C 3.235 0.238 2.664  -1.89
8 H 4.043 -0.288 2.164  0.27
9 H 2.298 -1.343 3.502  0.79
10 H 3.378 0.542 3.700  0.39
11 C 1.052 1.474 2.390  2.17
12 C 0.746 1.615 3.833  -1.69
13 H 1.203 2.517 4.279  0.24
14 H 1.130 0.756 4.396  0.48
15 H -0.334 1.692 4.012  0.42
16 C 0.424 2.174 1.325  -0.73
17 C -0.582 3.255 1.525  -1.91
18 H -1.272 3.005 2.340  0.31
19 H -1.162 3.432 0.613  0.36
20 H -0.096 4.210 1.795  0.38
21 C 3.431 0.694 -0.404  -1.07
22 H 4.226 1.459 -0.400  0.28
23 H 3.119 0.541 -1.447  -0.16
24 H 3.879 -0.235 -0.032  0.38
25 C 1.068 2.738 -1.149  -1.38
26 H 0.024 3.015 -1.343  0.30
27 H 1.440 2.160 -2.005  0.10
28 H 1.659 3.667 -1.095  0.30
29 C 0.050 -3.939 5.064  -0.72
30 H 0.297 -4.369 6.033  0.32
31 C -0.931 -4.594 4.285  -0.47
32 H -1.363 -5.509 4.692  0.36
33 C -1.335 -4.054 3.098  -1.18
34 H -2.120 -4.518 2.532  0.55
35 C -0.712 -2.850 2.530  0.81
36 H -0.369 -2.986 1.492  0.20
37 C 0.524 -2.466 3.365  -0.78
38 C 1.599 -1.785 2.819  -0.81
39 H 1.887 -1.924 1.752  0.57
40 C -0.713 -1.205 -1.811  -1.48
41 C 0.237 -3.081 -2.366  -1.22
42 H 0.840 -3.928 -2.030  0.37
43 C 0.401 -2.280 -3.448  -0.04
44 H 0.867 -2.490 -4.394  0.63
45 N -0.188 -1.051 -3.107  0.36
46 C -0.209 0.147 -3.836  0.49
47 C 0.899 0.543 -4.608  1.04
48 C 0.820 1.763 -5.300  -1.10
49 H 1.658 2.092 -5.916  0.29
50 C -0.295 2.585 -5.179  0.93
51 C -0.449 3.797 -6.030  -1.52
52 H -0.986 4.585 -5.507  0.37
53 H -1.021 3.566 -6.933  0.29
54 H 0.519 4.175 -6.348  0.37
55 C -1.287 2.253 -4.259  -0.90
56 H -2.089 2.950 -4.049  0.36
57 C -1.276 1.026 -3.586  1.00
58 C -2.290 0.753 -2.530  -1.47
59 H -2.371 -0.321 -2.247  0.37
60 H -3.279 1.117 -2.851  0.56
61 H -2.031 1.315 -1.611  0.02
62 C 2.195 -0.194 -4.506  -1.61
63 H 2.115 -1.239 -4.828  0.29
64 H 2.566 -0.180 -3.464  0.15
65 H 2.963 0.288 -5.129  0.39
66 C -1.926 -0.693 3.920  -1.34
67 P -2.137 -1.626 2.404  1.83
68 C -3.855 -2.190 2.345  -1.48
69 C -1.937 -0.454 1.020  0.61
70 H -2.559 0.202 3.903  0.50
71 H -0.875 -0.399 4.009  -0.11
72 H -2.192 -1.327 4.775  0.47
73 H -3.959 -3.264 2.531  0.43
74 H -4.453 -1.667 3.107  0.41
75 H -4.322 -1.970 1.377  0.44
76 H -2.916 0.006 0.792  0.65
77 H -1.306 0.452 1.319  -0.06
78 H -1.625 -0.914 0.040  -0.31

Force components x, y, z for each atom (eV/Å):
1.887 -1.544 0.498
0.440 0.332 -0.550
2.999 0.295 2.158
-0.570 0.299 0.990
-1.389 -0.069 0.218
2.109 -0.261 0.954
0.431 2.231 -1.066
0.077 0.137 0.192
0.213 -0.330 -0.205
-0.264 -0.533 -0.079
-0.446 -0.020 -1.007
-0.270 -0.016 0.441
0.009 -0.146 -0.188
-0.108 0.032 -0.076
0.181 0.030 0.067
1.366 0.133 -0.713
-0.414 0.112 -0.134
-0.009 0.098 -0.144
-0.067 0.036 0.125
-0.070 -0.303 -0.064
0.393 -0.067 -0.370
-0.036 -0.165 -0.025
0.150 0.024 0.144
-0.052 0.138 -0.181
-0.019 0.320 -0.289
0.240 -0.058 -0.078
-0.149 0.152 0.004
-0.100 -0.095 -0.138
-1.848 -1.250 0.136
0.139 0.297 0.002
0.884 0.308 1.871
-0.077 0.200 -0.225
-0.148 -0.148 -0.669
-0.169 -0.445 -0.385
1.154 -2.109 0.148
-0.323 0.170 -0.181
-0.818 -0.692 0.700
-1.719 0.456 -2.191
-0.182 0.008 0.726
-0.259 0.043 0.020
-1.262 -0.434 -0.642
-0.851 -0.257 -0.612
0.414 0.236 0.188
0.041 0.102 0.144
0.609 -0.942 0.267
0.182 0.384 0.428
-0.447 0.763 0.074
-0.121 -0.588 0.233
-0.132 -0.144 0.100
-0.217 -0.238 0.303
0.032 0.306 -0.199
0.004 0.120 0.045
0.003 -0.024 -0.014
0.085 0.139 -0.038
0.265 -0.693 -0.091
-0.095 0.037 -0.108
0.624 0.398 -0.395
-1.517 0.105 0.220
-0.113 1.195 -0.352
0.161 0.137 -0.046
-0.060 -0.414 -0.274
0.684 -0.178 -0.347
0.279 0.478 0.126
-0.234 -0.164 -0.412
-0.230 -0.051 0.151
-0.334 0.336 0.193
1.637 1.447 -0.002
-0.586 -0.238 -0.186
-1.491 1.349 0.113
0.027 -0.111 0.119
-0.155 -0.237 -0.081
0.063 0.058 -0.171
0.283 0.157 0.067
0.335 -0.097 -0.101
0.355 -0.039 0.134
0.254 0.032 -0.176
-1.386 -0.504 0.385
-0.273 -0.022 0.524

Summary:
**Gap between HOMO and LUMO (spin up / spin down)**: 3.3 / 3.3 eV
**Net charge**: -1


# 3
Molecular formula: C4H12N4
Method: DFT, ωB97M-V/def2-TZVPD

Each line ends with the natural charge from an NBO analysis.
Element x y z (Å)
1 C 0.043 -2.095 0.419  -0.41
2 N -2.123 -0.372 -0.308  -0.85
3 C -0.844 -0.122 -0.881  0.26
4 N 0.247 -0.884 -0.329  -0.46
5 H -2.860 0.158 -0.752  0.38
6 H -2.135 -0.237 0.697  0.36
7 H -0.920 -0.170 -1.972  0.16
8 H -0.465 -2.812 -0.224  0.21
9 H -0.552 -1.955 1.332  0.16
10 H 1.015 -2.499 0.701  0.20
11 C 2.309 0.509 -0.031  -0.62
12 N -0.670 2.208 0.199  -0.66
13 C 0.839 0.314 0.277  0.12
14 N -0.052 1.165 -0.507  -0.31
15 H -1.051 2.869 -0.472  0.36
16 H -1.425 1.877 0.811  0.32
17 H 0.658 0.369 1.369  0.14
18 H 2.620 1.495 0.304  0.21
19 H 2.463 0.432 -1.103  0.22
20 H 2.903 -0.250 0.470  0.20

Force components x, y, z for each atom (eV/Å):
-0.057 0.163 -0.067
0.145 0.139 0.134
0.105 0.975 -0.259
0.497 0.081 -0.096
-0.015 -0.020 0.063
-0.138 -0.016 -0.066
-0.211 -0.116 0.112
0.010 -0.114 0.120
-0.027 -0.063 0.051
-0.014 -0.065 0.001
-0.280 0.013 0.201
-0.150 -0.120 0.051
0.478 -0.350 0.171
-0.707 -0.643 -0.322
0.044 -0.110 0.179
0.141 0.114 -0.231
-0.066 0.085 -0.114
0.129 0.107 0.080
-0.025 -0.013 -0.098
0.140 -0.046 0.089

Summary:
**SMILES string**: C[C@@H]1N(C)[C@@H](N)N1N
**Gap between HOMO and LUMO**: 9.4 eV


Energy relative to the best compared isomer or geometry (same formula, charge and spin) / kcal/mol: 48.1; 110.2; 45.8